C27H32N6NiO3P as an isolated structure. Source: OMol25; level of theory: ωB97M-V with the def2-TZVPD basis set.

Last column: natural (NBO) charge in e.
Geometry (Å):
Ni -0.98488 -0.47225 -0.47642  1.40
C -5.21661 -0.36637 -1.14600  -0.67
C -3.75955 -0.52276 -0.66545  0.31
N -2.75007 -0.27177 -1.46378  -0.33
O -3.12034 -0.23543 -2.85506  -0.56
C -3.37334 -0.79304 0.70647  0.01
C -4.29381 -0.89300 1.81681  -0.66
N -2.12156 -0.94954 0.91392  -0.11
O -1.66236 -1.18209 2.04595  -0.53
H -5.41127 0.67402 -1.26639  0.25
H -5.88640 -0.84704 -0.43250  0.23
H -5.29398 -0.84689 -2.10109  0.26
H -2.27948 -0.32259 -3.35165  0.49
H -5.25869 -0.51403 1.52846  0.22
H -3.93882 -0.36112 2.70013  0.25
H -4.40248 -1.93608 2.09192  0.24
O 0.31154 0.84426 -0.27851  -1.20
P 0.70746 1.93699 0.74055  1.98
C 1.27632 3.41310 -0.07625  -0.47
C 1.71543 4.55509 0.59402  -0.15
C 2.16578 5.70715 -0.08216  -0.21
C 2.14231 5.67700 -1.46848  -0.16
C 1.44421 4.69440 -2.12628  -0.21
C 1.06667 3.54366 -1.44227  -0.16
C -0.54560 2.50095 1.85586  -0.48
C -0.13463 2.97660 3.10700  -0.12
C -0.97626 3.78891 3.80311  -0.23
C -2.22597 4.10239 3.32837  -0.17
C -2.68535 3.59183 2.08858  -0.19
C -1.84289 2.78536 1.35853  -0.18
C 1.90481 1.25300 1.88640  -0.43
C 1.50785 0.23821 2.70119  -0.21
C 2.36735 -0.24214 3.68057  -0.20
C 3.68029 0.26255 3.81428  -0.18
C 4.09092 1.21426 2.95658  -0.22
C 3.25159 1.74171 1.94073  -0.18
H 1.68257 4.57431 1.68722  0.22
H 2.47695 6.53321 0.56393  0.24
H 2.56351 6.49850 -2.04066  0.23
H 1.18999 4.85520 -3.15488  0.23
H 0.73042 2.69318 -2.02767  0.23
H 0.83326 2.86705 3.61304  0.23
H -0.61357 4.20812 4.75651  0.23
H -2.86257 4.72001 3.95282  0.23
H -3.68108 3.68909 1.74346  0.22
H -2.18614 2.27342 0.44607  0.22
H 0.48811 -0.18021 2.59964  0.26
H 2.02934 -0.95182 4.46112  0.23
H 4.28696 -0.11873 4.64308  0.23
H 5.13012 1.53356 2.94248  0.22
H 3.70067 2.30960 1.07589  0.24
C 0.54156 -5.71357 -4.22123  -0.61
C 1.75498 -5.70381 -3.20878  -0.23
C 3.11711 -5.15165 -3.74249  -0.61
C 1.38523 -5.31036 -1.78452  -0.21
N 0.80696 -3.91722 -1.69548  -0.18
C 0.17879 -3.30602 -0.69138  0.21
N -0.16616 -2.09012 -1.10214  -0.44
N 0.24515 -1.92810 -2.37553  -0.05
N 0.81028 -3.03029 -2.76845  -0.03
H 0.83636 -5.63854 -5.25504  0.23
H -0.12224 -4.92926 -3.87064  0.20
H -0.02349 -6.65190 -4.17433  0.22
H 1.96322 -6.76534 -3.05479  0.22
H 3.14847 -4.06446 -3.84502  0.22
H 3.36300 -5.45253 -4.73096  0.23
H 3.88346 -5.54252 -3.03039  0.21
H 2.24977 -5.39515 -1.06776  0.24
H 0.58418 -5.97479 -1.41450  0.23
H 0.20663 -3.68416 0.34422  0.26

Atoms 1-2, force components in eV/Å:
Ni -0.3 0.6 -0.8
C 1.6 -1.4 1.0

The LUMO energy (spin up / spin down) is -2.1972 / -2.6434 eV. Its charge is +1. Its spin multiplicity is 3. Its frontier orbital gap (spin up / spin down) is 8.3738 / 7.8593 eV. As for the expectation value of S²: 2.009. The energy above the lowest of the compared OMol25 structures with the same formula, charge and spin is 0.0 kcal per mole.

***

C44H60BF2N2NaO4P3Si as an isolated structure. Source: OMol25; level of theory: ωB97M-V with the def2-TZVPD basis set.

Last column: Mulliken charge in e.
Geometry (Å):
Na -1.40227 0.01313 0.71737  0.81
C -4.02290 0.01254 -4.62201  -1.58
C -3.02772 1.10891 -4.23702  0.48
C -3.75836 2.26342 -3.55057  -1.50
P -1.78521 0.32042 -3.08816  0.56
C -0.87892 -0.80730 -4.30598  0.59
C -0.75210 -0.37490 -5.76716  -1.76
C 0.49838 -1.16316 -3.74703  -1.61
C -0.49459 1.66545 -2.81307  1.42
C 0.36730 2.19031 -3.88138  -1.30
C 1.69041 2.52864 -3.80449  -1.17
C 2.65033 2.29571 -2.79739  -1.39
C 2.47642 1.62514 -1.57008  -0.41
C 1.39643 1.10368 -0.92451  0.62
Si 1.48809 -0.40120 0.24122  0.89
C 2.64848 0.08875 1.65464  0.70
C 3.99533 -0.26842 1.72609  -0.01
C 4.75469 0.00058 2.85468  -0.88
C 4.16056 0.62230 3.94492  -0.95
C 2.82127 0.97976 3.89970  -0.22
C 2.05476 0.72808 2.76153  -0.66
P 0.27073 1.11445 2.60356  1.02
C 0.51154 2.93467 1.99973  1.92
C -0.74868 3.77559 2.20590  -1.47
C 1.77567 3.73028 2.33339  -1.80
C -0.51387 1.51620 4.28723  1.04
C 0.15464 2.51726 5.23677  -2.02
C -0.99065 0.31293 5.10218  -1.67
C 2.58710 -1.64699 -0.76413  0.49
C 3.51788 -1.45232 -1.78440  -0.45
C 4.15527 -2.53553 -2.37217  -0.90
C 3.88609 -3.82807 -1.93720  -0.91
C 2.97385 -4.04341 -0.91447  -0.36
C 2.31189 -2.95515 -0.35157  0.01
P 0.97450 -2.92926 0.94739  1.23
C 1.65341 -4.26112 2.08235  0.37
C 2.89471 -3.65043 2.74820  -1.40
C 0.61264 -4.68352 3.11744  -1.41
C -0.45316 -3.79245 0.13276  0.10
C -1.15109 -2.89659 -0.88823  -1.45
C -0.15250 -5.14927 -0.49692  -2.05
H -4.79931 0.41522 -5.27681  0.48
H -4.50599 -0.38034 -3.72395  0.28
H -3.53968 -0.81831 -5.13991  0.34
H -2.52319 1.48913 -5.12900  0.47
H -4.20204 1.93813 -2.60695  0.18
H -4.56030 2.63290 -4.19594  0.56
H -3.08502 3.09303 -3.33502  0.31
H -1.49350 -1.71528 -4.27431  0.75
H -0.17176 0.54252 -5.84369  0.23
H -1.72060 -0.23101 -6.24823  0.38
H -0.21997 -1.15522 -6.31965  0.49
H 1.19375 -0.33174 -3.86588  0.26
H 0.91583 -2.02431 -4.27622  0.62
H 0.45396 -1.41167 -2.68867  -0.19
H -0.21553 2.56873 -4.71309  0.52
H 2.06994 3.04671 -4.68139  0.34
H 3.65012 2.65550 -3.00712  0.33
H 3.38627 1.48454 -0.99022  0.47
H 4.45314 -0.77428 0.88155  0.42
H 5.80085 -0.28081 2.89240  0.37
H 4.74409 0.83458 4.83384  0.39
H 2.37749 1.45911 4.75934  0.18
H 0.58758 2.73216 0.92711  -1.25
H -0.79819 4.18444 3.21931  0.29
H -1.64853 3.17754 2.03154  0.13
H -0.77194 4.60876 1.49950  0.49
H 1.86711 3.96797 3.39505  0.27
H 1.75564 4.67656 1.78101  0.45
H 2.67000 3.18565 2.02908  0.35
H -1.42088 2.00376 3.90971  0.20
H 0.82173 2.01006 5.93641  0.47
H -0.61039 3.02046 5.83533  0.38
H 0.71907 3.28148 4.70921  0.26
H -0.14220 -0.22986 5.52405  0.26
H -1.56622 -0.37974 4.49509  0.24
H -1.61593 0.65995 5.93310  0.46
H 3.73758 -0.44989 -2.13080  0.44
H 4.87186 -2.37496 -3.17012  0.41
H 4.38503 -4.67212 -2.40006  0.39
H 2.78491 -5.05562 -0.57469  0.38
H 1.96512 -5.13172 1.50098  0.44
H 2.62191 -2.78654 3.36024  0.17
H 3.60567 -3.30604 1.99648  0.28
H 3.39795 -4.37752 3.39145  0.53
H 0.16263 -3.80691 3.58722  0.23
H 1.07545 -5.29491 3.89722  0.47
H -0.18937 -5.26565 2.65946  0.29
H -1.13918 -3.91930 0.97540  0.92
H -0.55693 -2.82395 -1.80026  0.21
H -1.31029 -1.89580 -0.48452  -0.36
H -2.12700 -3.31561 -1.14591  0.87
H 0.50575 -5.03683 -1.35966  0.37
H -1.08725 -5.59759 -0.84262  0.47
H 0.30870 -5.84266 0.20868  0.35
O -5.31090 0.91442 1.89427  -0.60
C -4.28970 0.81430 0.97855  -0.97
O -3.64832 -0.47178 1.01386  0.13
C -3.65908 1.87820 0.41068  0.10
C -4.26554 3.19194 0.47964  -0.69
C -3.68239 4.23629 -0.15556  -1.18
C -2.46965 4.04474 -0.85715  -0.46
C -1.94353 2.77353 -0.86337  -0.47
N -2.47987 1.69450 -0.29201  1.25
C -0.66848 2.57910 -1.61397  -0.44
O 0.14230 3.64119 -1.50523  -0.59
O 0.03775 1.24668 -1.44875  1.81
H -4.94143 1.08233 2.77218  0.33
H -5.19525 3.29032 1.02216  0.50
H -4.13156 5.22173 -0.11990  0.37
H -1.96458 4.86165 -1.34880  0.53
H 0.91081 3.54582 -2.10284  0.66
N 0.23189 -1.15272 2.98678  -0.05
C -0.01845 -1.69771 1.83816  -2.18
H 1.02100 -1.46107 3.55197  0.19
F -5.51323 -1.52077 -0.01769  -0.25
B -4.33849 -1.53969 0.61416  0.31
F -3.84166 -2.76482 0.83875  -0.23

Atoms 1-2, force components in eV/Å:
Na -0.1 -0.3 0.0
C 0.1 0.0 0.0

The LUMO energy is 2.0686 eV. Its charge is -1. Its frontier orbital gap is 5.5759 eV.